C38H25F10IN6OS2V | the ωB97M-V functional and the def2-TZVPD basis

```
84
Properties=species:S:1:pos:R:3:forces:R:3
V -0.172 -0.124 -0.252 0.8 -0.9 -0.1
C -0.667 1.130 -3.134 -0.1 0.1 0.1
N -0.819 -0.117 -2.369 0.1 -0.1 0.1
C 0.079 -1.133 -2.968 0.0 -0.1 0.0
C 0.187 -2.336 -2.067 -0.1 -0.1 0.1
N 0.751 -1.904 -0.795 -0.4 0.6 0.2
C 1.346 -2.900 -0.056 -0.1 0.1 0.1
C 2.468 -2.637 0.743 0.0 -0.3 0.1
F 3.021 -1.423 0.741 0.0 0.2 0.0
C 3.076 -3.595 1.533 -0.1 0.0 -0.1
F 4.148 -3.268 2.263 0.1 0.0 0.1
C 2.608 -4.896 1.547 -0.1 0.1 -0.1
F 3.207 -5.831 2.294 0.0 0.0 0.0
C 1.513 -5.209 0.762 0.2 0.1 0.1
F 1.021 -6.451 0.776 0.0 -0.1 0.0
C 0.900 -4.234 -0.004 0.1 0.0 0.1
F -0.217 -4.613 -0.652 0.0 0.0 -0.1
C -2.241 -0.559 -2.422 -0.1 0.0 -0.2
C -2.876 -0.568 -1.044 0.0 0.0 0.0
N -1.949 -1.194 -0.114 0.0 0.3 0.2
C -2.287 -2.353 0.520 0.1 0.0 -0.2
C -3.326 -3.259 0.191 0.1 -0.1 0.1
F -4.120 -3.090 -0.892 0.0 0.2 -0.1
C -3.570 -4.433 0.886 0.2 0.1 0.1
F -4.574 -5.221 0.490 -0.1 -0.1 0.0
C -2.780 -4.814 1.951 0.0 0.1 -0.1
F -3.014 -5.949 2.623 0.0 0.0 0.0
C -1.730 -3.983 2.292 -0.1 -0.1 -0.1
F -0.930 -4.308 3.312 0.1 0.0 0.1
C -1.505 -2.814 1.600 -0.3 -0.2 0.0
F -0.464 -2.082 2.021 0.2 0.1 0.0
H -0.885 0.940 -4.192 0.0 0.0 0.0
H 0.342 1.504 -3.029 0.0 0.0 -0.1
H -1.344 1.891 -2.756 0.1 0.0 0.0
H 1.060 -0.665 -3.075 0.0 0.0 -0.1
H -0.294 -1.430 -3.957 0.0 0.1 0.0
H 0.815 -3.092 -2.553 0.0 0.1 0.0
H -0.807 -2.785 -1.941 0.0 0.0 -0.1
H -2.278 -1.564 -2.846 0.0 0.0 0.1
H -2.787 0.101 -3.103 0.0 0.0 0.0
H -3.843 -1.051 -1.114 -0.1 -0.1 0.1
H -3.075 0.456 -0.712 0.1 0.0 0.0
S 1.809 1.272 -0.302 -0.1 -0.2 0.0
C 2.350 1.814 -1.890 0.0 -0.3 0.4
C 3.255 1.023 -2.586 0.0 -0.1 0.0
C 3.776 1.399 -3.819 -0.2 0.1 0.1
C 4.691 0.537 -4.493 0.1 0.1 -0.2
N 5.428 -0.160 -5.038 0.0 -0.1 0.0
C 3.367 2.642 -4.347 0.0 -0.1 0.1
C 2.471 3.425 -3.649 -0.1 0.1 0.1
C 1.908 3.049 -2.402 0.1 0.4 -0.6
S 0.725 4.057 -1.681 -0.1 0.1 0.2
C 3.853 3.113 -5.612 0.1 -0.1 0.0
N 4.243 3.491 -6.625 0.0 0.0 0.0
H 3.559 0.082 -2.144 0.0 0.0 0.0
H 2.155 4.370 -4.071 0.0 0.0 0.0
I -2.857 0.529 2.802 0.0 0.0 0.0
C -0.828 0.333 3.301 -0.1 0.1 0.0
C -0.529 0.160 4.645 0.0 0.0 0.0
C 0.799 0.028 5.000 0.0 0.0 0.0
C 1.766 0.098 4.011 0.0 0.0 0.0
C 1.362 0.283 2.702 -0.1 0.0 0.1
N 0.075 0.384 2.340 0.3 -0.2 -0.2
H -1.321 0.123 5.378 0.0 0.0 0.0
H 1.071 -0.123 6.037 0.0 0.0 0.0
H 2.819 0.006 4.236 0.0 0.0 0.0
H 2.085 0.351 1.903 0.1 0.0 0.0
C -2.670 3.317 -0.693 0.1 -0.2 0.1
C -1.590 2.786 0.215 0.3 0.0 -0.2
O -1.120 1.663 0.051 -0.8 0.6 0.0
C -1.159 3.622 1.363 -0.3 0.0 -0.1
C 0.116 3.457 1.892 0.0 0.1 0.1
C 0.497 4.212 2.990 0.1 -0.1 -0.1
C -0.390 5.112 3.561 0.0 0.1 0.1
C -1.661 5.284 3.028 0.1 0.0 0.0
C -2.041 4.548 1.918 0.1 0.0 0.1
H -2.727 2.710 -1.592 0.0 0.0 0.0
H -2.478 4.358 -0.951 0.0 0.0 0.0
H -3.628 3.259 -0.169 0.0 0.0 0.0
H 0.799 2.778 1.398 0.0 0.0 0.0
H 1.498 4.098 3.388 0.0 0.0 0.0
H -0.085 5.694 4.423 0.0 0.0 0.0
H -2.348 5.993 3.473 0.0 0.0 0.0
H -3.032 4.686 1.507 0.0 0.0 0.0
```
Forces are in eV/Å.

As for the multiplicity: 3. Its total charge is -1. The frontier orbital gap (alpha / beta) is 5.91 / 6.07 eV. Its HOMO energy (alpha / beta) is -4.45 / -4.44 eV.

=====

C38H26F3N3O4SSbTl | the ωB97M-V functional and the def2-TZVPD basis

```
77
Properties=species:S:1:pos:R:3:forces:R:3
Tl 0.461 -0.558 -1.165 0.2 -0.1 0.1
O 4.935 0.589 -0.960 0.6 0.1 -0.3
C 4.918 1.760 -1.604 0.1 -0.2 0.1
C 6.097 2.188 -2.230 0.0 0.0 0.0
C 6.134 3.386 -2.918 0.0 0.0 0.0
C 4.995 4.187 -3.001 0.0 -0.1 0.0
C 3.831 3.763 -2.381 0.0 0.0 0.0
C 3.772 2.564 -1.675 -0.1 0.0 0.0
C 2.510 2.090 -1.023 0.2 0.4 0.2
O 2.528 0.953 -0.458 -0.3 -0.3 -0.3
N 1.499 2.935 -1.016 0.1 -0.1 -0.2
N 0.358 2.322 -0.593 -0.1 -0.1 0.0
C -0.367 2.961 0.225 -0.2 0.1 0.2
C -1.650 2.416 0.706 0.2 0.0 0.1
C -2.274 3.026 1.797 0.0 0.0 0.1
C -3.445 2.491 2.298 0.0 0.1 0.0
C -3.978 1.364 1.692 0.0 0.0 0.0
C -3.297 0.837 0.602 0.0 0.0 0.0
N -2.171 1.338 0.114 0.0 0.0 -0.1
H 4.003 0.407 -0.656 -0.3 0.1 0.1
H 6.967 1.545 -2.165 0.0 0.0 0.0
H 7.056 3.698 -3.397 0.0 0.0 0.0
H 5.019 5.124 -3.546 0.0 0.0 0.0
H 2.926 4.356 -2.422 0.0 0.0 0.0
H -0.019 3.904 0.653 -0.1 0.1 0.0
H -1.816 3.896 2.252 0.0 0.0 0.0
H -3.932 2.939 3.156 0.0 0.0 0.0
H -4.889 0.903 2.052 0.0 0.0 0.0
H -3.675 -0.048 0.097 0.0 0.0 0.0
O 1.118 0.494 2.733 0.0 0.0 -0.1
C 1.218 -0.530 2.060 0.1 -0.1 0.0
O 0.294 -0.961 1.262 -0.1 0.1 0.0
C 2.425 -1.429 2.249 0.1 0.0 0.0
C 2.952 -1.401 3.546 -0.1 0.0 -0.1
C 4.005 -2.201 3.943 0.0 -0.1 0.0
C 4.576 -3.051 2.996 0.0 0.0 0.0
C 4.087 -3.078 1.707 -0.1 0.1 -0.1
C 2.997 -2.283 1.273 0.1 0.0 0.1
S 2.545 -2.459 -0.412 -0.1 0.1 0.1
H 2.489 -0.715 4.245 0.0 0.0 0.0
H 4.378 -2.167 4.960 0.0 0.0 0.0
H 5.413 -3.688 3.267 0.0 0.0 0.0
H 4.532 -3.734 0.968 0.0 0.0 0.0
F -1.334 -0.970 7.465 0.0 0.0 0.0
C -1.393 -1.327 6.151 0.0 0.0 0.0
C -1.578 -2.659 5.841 0.0 0.0 0.0
C -1.645 -3.016 4.500 0.0 0.1 0.0
C -1.528 -2.060 3.491 0.1 0.1 0.0
C -1.337 -0.726 3.852 0.0 -0.1 0.0
C -1.264 -0.351 5.190 0.0 0.0 -0.1
Sb -1.617 -2.591 1.412 -0.1 -0.2 0.1
C -0.177 -4.171 1.431 0.1 0.1 0.0
C -0.137 -5.035 0.338 0.0 0.0 0.1
C 0.791 -6.064 0.262 -0.1 0.0 0.0
C 1.688 -6.204 1.300 0.0 0.0 0.0
F 2.593 -7.220 1.243 0.0 0.0 0.0
C 1.706 -5.360 2.385 -0.1 0.0 0.1
C 0.765 -4.336 2.442 0.0 0.0 0.0
C -3.253 -4.040 1.885 -0.2 0.1 -0.2
C -4.547 -3.504 1.906 0.1 -0.1 0.0
C -5.684 -4.297 2.031 0.1 0.1 0.0
C -5.512 -5.662 2.124 0.0 0.0 0.0
F -6.615 -6.458 2.224 0.0 0.0 0.0
C -4.266 -6.248 2.117 0.1 0.0 0.0
C -3.147 -5.426 1.995 0.0 0.0 0.0
H -1.660 -3.392 6.634 0.0 0.0 0.0
H -1.793 -4.058 4.240 0.0 0.0 0.0
H -1.192 0.028 3.089 0.0 0.0 0.0
H -1.085 0.678 5.476 0.0 0.0 0.0
H -0.836 -4.901 -0.483 0.0 0.0 0.0
H 0.848 -6.723 -0.594 0.0 0.0 0.0
H 2.453 -5.484 3.158 0.0 0.0 0.0
H 0.804 -3.643 3.275 0.0 0.0 0.0
H -4.679 -2.427 1.822 0.0 0.0 0.0
H -6.681 -3.875 2.044 0.0 0.0 0.0
H -4.179 -7.324 2.200 0.0 0.0 0.0
H -2.164 -5.887 1.986 0.0 0.0 0.0
```
Forces are in eV/Å.

Its total charge is -2. The frontier orbital gap is 5.65 eV. Its HOMO energy is -1.51 eV.

=====

C38H27BrF4O2P2V | the ωB97M-V functional and the def2-TZVPD basis

```
75
Properties=species:S:1:pos:R:3:forces:R:3
V 0.698 -0.869 0.737 0.4 -0.1 0.1
F -4.016 4.833 0.135 0.0 0.0 0.0
C -2.886 4.163 0.272 0.0 0.0 0.0
C -1.724 4.625 -0.320 0.0 0.0 0.0
F -1.729 5.748 -1.019 0.0 0.0 0.0
C -0.554 3.901 -0.167 0.1 -0.1 0.0
F 0.553 4.382 -0.727 -0.1 0.1 0.0
C -0.511 2.708 0.543 0.0 -0.1 0.0
P 1.002 1.688 0.580 0.0 -0.3 -0.3
C 2.074 2.459 1.808 -0.1 0.1 0.0
C 1.545 3.335 2.756 0.0 0.0 -0.1
C 2.358 3.856 3.750 0.0 0.0 0.0
C 3.700 3.508 3.802 -0.1 0.0 0.0
C 4.228 2.637 2.860 0.1 -0.1 0.0
C 3.422 2.103 1.867 0.0 0.0 0.0
C 1.741 1.829 -1.070 0.0 0.0 0.0
C 1.164 1.028 -2.055 0.0 0.0 0.1
C 1.665 1.036 -3.346 0.0 0.0 0.0
C 2.758 1.834 -3.654 0.0 0.0 0.0
C 3.336 2.631 -2.674 0.0 0.0 0.0
C 2.829 2.637 -1.384 0.0 0.0 0.0
C -1.689 2.276 1.161 0.1 0.0 0.0
Br -1.734 0.749 2.281 0.1 0.2 0.0
C -2.862 2.994 1.019 0.0 -0.1 0.1
F -3.989 2.583 1.591 0.0 0.0 0.0
H 0.500 3.617 2.723 0.0 0.0 0.0
H 1.942 4.537 4.480 0.0 0.0 0.0
H 4.335 3.919 4.575 0.0 0.0 0.0
H 5.276 2.369 2.897 0.0 0.0 0.0
H 3.835 1.413 1.145 0.0 0.0 0.0
H 0.301 0.409 -1.824 0.0 0.0 0.0
H 1.205 0.415 -4.104 0.0 0.0 0.0
H 3.158 1.838 -4.659 0.0 0.0 0.0
H 4.183 3.257 -2.920 0.0 0.0 0.0
H 3.271 3.274 -0.630 0.0 0.0 0.0
C -2.744 0.079 -4.279 0.0 0.0 0.0
C -3.193 0.592 -3.068 0.0 0.0 0.0
C -2.799 0.003 -1.878 0.0 0.0 0.0
C -1.961 -1.114 -1.897 0.0 0.0 0.0
C -1.515 -1.629 -3.112 0.0 0.0 0.1
C -1.909 -1.029 -4.300 0.0 0.0 0.0
P -1.390 -1.771 -0.318 0.4 0.0 0.1
C -2.778 -2.520 0.549 0.0 0.0 -0.1
C -4.016 -2.725 -0.052 0.0 0.0 0.0
C -5.040 -3.316 0.675 0.0 0.0 0.0
C -4.828 -3.703 1.990 0.0 0.0 0.0
C -3.592 -3.501 2.589 0.1 0.0 0.0
C -2.567 -2.904 1.874 -0.1 0.0 0.0
C -0.103 -2.998 -0.642 -0.5 0.0 -0.1
C -0.252 -4.353 -0.940 0.1 -0.1 -0.1
C 0.893 -5.072 -1.230 -0.1 0.0 0.0
C 2.147 -4.450 -1.213 0.1 0.1 0.0
C 2.280 -3.114 -0.867 0.1 -0.2 -0.1
C 1.140 -2.371 -0.561 0.0 0.4 0.3
H -3.050 0.543 -5.207 0.0 0.0 0.0
H -3.850 1.452 -3.054 0.0 0.0 0.0
H -3.143 0.403 -0.930 0.0 0.0 0.0
H -0.859 -2.490 -3.127 0.0 0.0 0.0
H -1.564 -1.430 -5.244 0.0 0.0 0.0
H -4.180 -2.426 -1.079 0.0 0.0 0.0
H -6.004 -3.477 0.209 0.0 0.0 0.0
H -5.631 -4.163 2.552 0.0 0.0 0.0
H -3.428 -3.805 3.615 0.0 0.0 0.0
H -1.598 -2.743 2.339 0.0 0.0 0.0
H -1.232 -4.814 -0.948 0.0 0.0 0.0
H 0.827 -6.124 -1.475 0.0 0.0 0.0
H 3.029 -5.033 -1.448 0.0 0.0 0.0
H 3.262 -2.660 -0.809 0.0 0.0 0.0
C 3.341 -1.747 3.455 -0.1 0.0 -0.1
C 2.377 -1.361 2.387 0.4 0.1 -0.1
O 2.738 -0.843 1.296 -0.2 0.0 0.1
O 1.118 -1.551 2.547 -0.5 0.0 -0.1
H 4.346 -1.428 3.197 0.0 0.0 0.0
H 3.314 -2.830 3.575 0.0 0.0 0.0
H 3.029 -1.301 4.399 0.0 0.0 0.0
```
Forces are in eV/Å.

As for the multiplicity: 3. Its total charge is +1. The frontier orbital gap (alpha / beta) is 8.13 / 8.50 eV. Its HOMO energy (alpha / beta) is -11.24 / -11.29 eV.

=====

no.,E (eV)
1,-133435.1493
2,-82709.5114
3,-169112.2648